Entry from the Open Molecules 2025 dataset: the molecule C3H3N3OS at a distorted geometry (ωB97M-V with the def2-TZVPD basis set).

Last column: Löwdin charge in e.
Atoms and positions in Å:
H 3.18 -0.57 -0.05  0.05
C -1.03 0.33 0.01  -0.41
C -1.07 -1.24 0.07  -0.60
H -2.03 1.93 -0.08  0.07
C 1.32 -0.19 0.02  -0.74
N 2.51 0.19 -0.02  0.11
O -2.09 -1.85 -0.02  0.07
N -2.15 0.91 0.00  0.18
S 0.63 -1.83 0.01  1.05
H 0.45 1.64 -0.03  0.14
N 0.28 0.68 0.08  0.07

Its charge is 0. Its HOMO-LUMO gap is 9.95 eV. Its energy relative to the best compared isomer or geometry (same formula, charge and spin) is 26.2 kcal per mole. The calculation puts the total energy at -20512.243 eV. The value obtained for the HOMO energy is -10.17 eV. The SMILES is [H]/N=C1/N/C(=N\[H])C(=O)S1.


Entry from the Open Molecules 2025 dataset: a structure of composition C25H21N5SSm at a distorted geometry (ωB97M-V with the def2-TZVPD basis set).

Last column: Löwdin charge in e.
Atoms and positions in Å:
C 5.49 -2.54 -0.36  -0.07
C -2.91 1.52 -0.11  -0.24
S -0.83 0.45 -3.95  0.53
N 1.18 -0.94 -2.65  -0.02
C -1.94 -2.75 0.58  -0.05
C 2.99 1.87 1.04  0.02
H 5.04 -2.51 1.74  0.11
H 3.27 -0.87 1.56  0.11
H -2.76 -4.63 1.15  0.11
H 5.72 -2.44 -2.50  0.11
H 1.48 -2.15 -4.70  0.12
H 0.23 -1.42 -5.67  0.11
H 3.88 -0.70 -2.72  0.11
C -4.25 -3.00 1.30  -0.06
C -4.40 -1.63 1.20  -0.02
C 2.26 0.23 -0.81  -0.15
C -3.55 0.74 0.84  -0.25
C 4.81 -2.11 0.77  -0.07
H -0.98 -3.19 0.28  0.12
H 3.33 3.31 2.60  0.12
C 2.64 2.95 1.85  0.01
C -2.97 -3.56 1.02  -0.07
H -0.49 3.47 0.61  0.11
C 3.80 -1.16 0.66  -0.05
H -5.49 3.17 2.38  0.11
N 0.82 -1.39 -4.85  0.10
C 0.50 3.02 0.72  -0.11
C 5.20 -2.04 -1.63  -0.05
C 1.34 3.53 1.68  -0.01
C 3.45 -0.67 -0.62  -0.17
N -0.82 -0.56 0.74  -0.03
C -4.74 2.70 1.72  -0.08
H -0.05 -1.22 0.88  0.10
H 0.97 4.34 2.30  0.12
C -3.31 -0.74 0.90  -0.13
H -4.97 0.64 2.51  0.12
H -5.08 -3.68 1.55  0.12
C -2.06 -1.35 0.68  -0.26
H -0.79 0.05 1.59  0.13
C -4.13 3.49 0.75  -0.10
C 0.47 -0.67 -3.76  -0.89
C -3.32 2.86 -0.19  -0.19
H -5.33 -1.12 1.43  0.11
H 6.28 -3.26 -0.26  0.11
H -2.93 3.47 -1.00  0.08
C -4.46 1.32 1.77  -0.03
N 0.85 2.01 -0.10  -0.08
N 1.31 0.06 -1.73  -0.19
H -4.25 4.57 0.68  0.11
H 3.96 1.35 1.13  0.13
C 2.08 1.39 0.07  -0.18
Sm -0.73 0.86 -1.30  1.54
C 4.20 -1.07 -1.75  -0.02

Its charge is +1. Its spin multiplicity is 6. Its HOMO-LUMO gap (spin up / spin down) is 6.08 / 6.11 eV. The calculation puts the total energy at -62449.587 eV. The value obtained for the HOMO energy (spin up / spin down) is -10.46 / -10.48 eV.


Entry from the Open Molecules 2025 dataset: the molecule C11H15ClN2 at a distorted geometry (ωB97M-V with the def2-TZVPD basis set).

Last column: Löwdin charge in e.
Atoms and positions in Å:
N -1.78 1.45 -0.58  -0.08
H -3.56 -2.02 1.44  0.13
H -2.07 0.08 1.83  0.09
H 1.44 2.57 -0.92  0.10
N 2.63 0.78 -0.71  0.05
C 2.01 -0.66 1.08  -0.10
H -4.78 -1.80 -1.04  0.09
H -3.27 0.98 0.97  0.12
H -4.84 -0.69 0.95  0.07
Cl 4.25 -1.20 -0.38  0.66
H -3.57 0.32 -1.67  0.10
C -2.73 -0.01 0.95  -0.14
C -0.71 1.90 0.39  -0.21
C -1.98 0.03 -0.45  -0.37
C 0.59 1.21 0.51  -0.21
C 2.86 -0.28 0.10  -0.76
H -1.23 1.94 1.29  0.08
C -3.85 -1.55 -0.57  -0.24
H -1.16 -0.72 -0.39  0.14
H -2.65 -1.18 -2.37  0.14
H 0.38 -0.42 2.03  0.12
H -1.57 2.07 -1.62  0.22
C 1.53 1.61 -0.51  0.00
C 0.91 0.17 1.30  -0.05
C -3.88 -1.07 0.89  -0.17
H -3.30 -2.59 -0.57  0.13
H -0.63 2.96 0.13  0.12
H 2.36 -1.29 1.90  0.12
C -3.04 -0.59 -1.43  -0.16

Its charge is 0. Its HOMO-LUMO gap is 9.29 eV. Its energy relative to the best compared isomer or geometry (same formula, charge and spin) is 90.9 kcal per mole. The calculation puts the total energy at -27149.441 eV. The value obtained for the HOMO energy is -8.86 eV. The SMILES is Clc1ccc(CNC2CCCC2)cn1.


What is the formula in the second record?
C25H21N5SSm